{
  "formula": "C4H6N2",
  "method": "ωB97M-V/def2-TZVPD",
  "gap_ev": 9.41,
  "smiles": "C1=NN[C@@H]2C[C@H]12",
  "de_lowest_ev": 4.4280,
  "energy_ha": -265.37285,
  "e_lumo_ev": 1.15,
  "e_homo_ev": -8.26,
  "species": ["C", "C", "C", "C", "H", "H", "H", "H", "H", "H", "N", "N"],
  "xyz": [[1.6219, -0.2248, -0.5533], [0.8006, 0.7283, 0.3901], [-0.9845, -1.0278, 0.0241], [0.4958, -0.7318, 0.3653], [2.6462, -0.4376, -0.2419], [1.2174, -0.1886, -1.6161], [1.1693, 1.2227, 1.4686], [-0.8828, 2.0664, -0.4059], [-1.5872, -2.0956, 0.0312], [0.6472, -1.3393, 1.1873], [-0.6584, 1.1135, -0.0384], [-1.4578, 0.0735, -0.2159]]
}